No. 1
{
  "formula": "C5H12N2O4P",
  "method": "ωB97M-V with the def2-TZVPD basis set",
  "elements": ["C", "C", "N", "C", "O", "C", "N", "C", "P", "O", "O", "O", "H", "H", "H", "H", "H", "H", "H", "H", "H", "H", "H", "H"],
  "positions_angstrom": [[0.649, 1.530, 0.480], [0.631, 0.591, -0.725], [1.904, 0.078, -0.995], [-0.063, 1.464, -2.014], [-0.298, 2.624, -1.983], [-0.490, -0.481, -0.695], [-1.664, 0.196, -1.253], [-0.695, -1.112, 0.645], [0.910, -1.781, 1.290], [1.550, -2.696, 0.296], [1.725, -0.765, 1.985], [0.293, -2.836, 2.510], [1.680, 1.383, 1.018], [-0.207, 1.272, 1.148], [0.589, 2.554, 0.247], [2.308, -0.218, -0.072], [1.682, -0.852, -1.469], [0.092, 0.985, -3.034], [-0.101, -1.370, -1.360], [-1.887, 0.924, -0.525], [-2.369, -0.492, -1.288], [-1.045, -0.368, 1.313], [-1.296, -1.983, 0.445], [0.743, -2.598, 3.241]],
  "forces_ev_per_a": [[1.4450, -1.5978, 1.5653], [-3.3753, 2.0655, -1.2715], [0.8915, -2.4836, -0.6052], [3.6635, -1.8558, -0.1543], [-0.9284, 1.8173, 0.3425], [2.0207, -1.0008, -0.8610], [0.7868, 0.8302, 1.4120], [1.5565, -0.9158, -0.6630], [-0.6194, -2.9215, 0.8581], [-0.4851, 0.4676, -0.4312], [0.3034, 0.8219, 0.5000], [-2.0504, -0.0338, -4.7202], [-2.3244, 0.1489, -0.6194], [0.9791, 0.4464, -0.1000], [-0.2703, 1.2579, -0.7328], [-0.2037, 0.3614, -1.1442], [1.2165, 1.4559, 0.7087], [-0.4047, -0.2856, 0.7176], [-1.0581, 1.7573, 0.6035], [-0.2985, -0.9523, -1.0611], [-1.4747, -0.5172, -0.0763], [-0.9031, 0.1742, 0.9976], [-0.7635, -0.2588, 0.7137], [2.2968, 1.2185, 4.0211]],
  "lowdin_charge": [-0.036, -0.530, 0.057, -0.275, 0.006, -0.430, 0.053, -0.205, 0.299, -0.360, -0.350, -0.189, 0.111, 0.077, 0.041, 0.063, 0.091, 0.120, 0.165, 0.122, 0.070, 0.063, 0.087, -0.049],
  "lumo_ev": 3.532,
  "de_lowest_kj_mol": 18.5,
  "charge": -1,
  "orbital_gap_ev": 8.4767,
  "smiles": "C[C@](N)(C=O)[C@H](N)C[P@@](=O)([O-])O",
  "homo_energy_ev": -4.94
}


No. 2
{
  "formula": "C4H11NO2",
  "method": "ωB97M-V with the def2-TZVPD basis set",
  "elements": ["C", "C", "N", "O", "H", "H", "H", "H", "H", "H", "H", "C", "C", "O", "H", "H", "H", "H"],
  "positions_angstrom": [[1.916, -0.453, -0.595], [0.222, 1.490, 0.550], [1.902, -1.145, 0.513], [0.183, 0.638, -0.577], [2.348, -0.709, 1.311], [0.822, -1.533, 0.686], [1.521, -0.913, -1.489], [2.602, 0.374, -0.738], [0.285, 0.921, 1.485], [-0.675, 2.115, 0.589], [1.093, 2.147, 0.467], [-2.267, -0.046, -0.316], [-0.894, -0.677, -0.345], [-0.549, -1.364, 0.700], [-0.671, -1.114, -1.333], [-2.394, 0.666, -1.132], [-2.436, 0.445, 0.643], [-3.008, -0.842, -0.419]],
  "forces_ev_per_a": [[-0.1325, -0.1001, 0.2283], [-0.0490, -0.1735, -0.1397], [-0.0881, 0.2233, -0.1065], [-0.1164, -0.3374, 0.1759], [0.0075, -0.0049, -0.0920], [-0.0601, 0.0351, -0.0759], [-0.0720, 0.0131, 0.0249], [-0.0326, -0.0039, 0.0421], [-0.0012, 0.0054, -0.0327], [0.0323, -0.0178, 0.0052], [-0.0276, -0.0261, 0.0074], [0.0901, 0.0189, 0.0110], [0.2742, 0.2931, 0.0232], [0.0801, 0.0802, -0.1271], [0.0159, 0.0153, 0.0464], [0.0107, -0.0321, 0.0252], [0.0204, -0.0113, -0.0159], [0.0483, 0.0227, 0.0002]],
  "lowdin_charge": [-0.033, -0.148, 0.068, -0.278, 0.102, 0.078, 0.103, 0.110, 0.085, 0.083, 0.083, -0.040, -0.463, -0.128, 0.129, 0.083, 0.079, 0.085],
  "lumo_ev": 0.842,
  "de_lowest_kj_mol": 316.8,
  "charge": 0,
  "orbital_gap_ev": 9.7978,
  "homo_energy_ev": -8.96
}


No. 3
{
  "formula": "C2H4N2OS2",
  "method": "ωB97M-V with the def2-TZVPD basis set",
  "elements": ["O", "C", "S", "N", "C", "N", "S", "H", "H", "H", "H"],
  "positions_angstrom": [[-2.547, -1.620, -1.281], [-1.491, -1.369, -0.767], [-0.226, -0.427, -1.613], [0.996, -0.498, -0.442], [1.387, 0.539, 0.408], [0.736, 1.475, 0.971], [-0.958, 1.657, 0.762], [-1.121, -1.678, 0.245], [1.806, -1.098, -0.712], [2.447, 0.492, 0.669], [-1.028, 2.527, 1.760]],
  "forces_ev_per_a": [[0.7475, 0.1733, 0.6025], [-0.2542, -0.2277, -0.3051], [-0.0341, 0.0411, 0.1809], [1.1559, -0.7214, -0.3220], [-0.0740, 0.5080, 0.3623], [-0.1109, -0.5006, -0.4072], [0.3821, -0.2251, -0.1816], [-0.3920, 0.0702, -0.3534], [-1.1497, 0.7124, 0.3001], [-0.1284, -0.0728, -0.1219], [-0.1422, 0.2426, 0.2455]],
  "lowdin_charge": [-0.018, -0.590, 0.915, -0.373, -0.419, -0.362, 0.694, 0.093, 0.100, 0.117, -0.158],
  "lumo_ev": 0.387,
  "de_lowest_kj_mol": 144.1,
  "charge": 0,
  "orbital_gap_ev": 9.1690,
  "smiles": "O=CSN/C=N\\S",
  "homo_energy_ev": -8.78
}


Values for DFT total energy, eV, ordered as above
-25841.66135; -9908.95883; -28835.58967